# C30H28N5O3PS2ScSe4

A molecular structure, C30H28N5O3PS2ScSe4 (the ωB97M-V functional and the def2-TZVPD basis, the OMol25 dataset).

## Properties
E_LUMO (eV): 2.06
E (hartree): -13163.9957
ΔE to the lowest compared entry with this formula, charge and spin (kJ/mol): 0.0
Molecular weight (g/mol): 962.49
Net charge: -1

Last column: Löwdin charge in e.
Positions of all 74 atoms, in Å:
Sc 0.181 0.039 0.441  0.668
Se -4.337 -0.383 -1.526  -0.146
Se -3.152 1.012 -2.946  -0.197
Se -2.021 2.676 -1.858  -0.054
Se 0.129 1.963 -1.337  0.103
S -1.834 3.331 3.145  0.970
C -3.152 2.551 2.374  -0.436
C -2.755 1.564 1.523  -0.237
C -1.339 1.381 1.447  -0.303
C -0.711 2.295 2.257  -0.528
C 0.717 2.468 2.358  -0.285
C 1.326 3.393 3.219  -0.030
C 2.699 3.489 3.251  -0.072
C 3.457 2.681 2.409  -0.066
C 2.788 1.819 1.565  -0.122
N 1.464 1.699 1.534  0.021
H -4.155 2.881 2.598  0.054
H -3.467 0.990 0.939  0.032
H 0.702 4.019 3.841  0.086
H 3.184 4.191 3.919  0.102
H 4.537 2.728 2.404  0.098
H 3.337 1.196 0.868  0.105
O 3.183 -2.837 1.224  0.034
C 2.728 -1.957 0.510  -0.701
O 1.815 -1.111 0.824  -0.221
C 3.264 -1.825 -0.945  -0.214
P 2.380 -0.406 -1.736  1.028
C 3.804 0.607 -2.339  -0.348
C 3.857 1.968 -2.062  -0.101
C 4.915 2.739 -2.529  -0.086
C 5.929 2.156 -3.271  -0.103
C 5.875 0.799 -3.566  -0.093
C 4.817 0.033 -3.108  -0.096
C 1.896 -1.007 -3.409  -0.366
C 1.212 -0.083 -4.205  -0.111
C 0.703 -0.447 -5.439  -0.075
C 0.885 -1.740 -5.913  -0.102
C 1.590 -2.654 -5.148  -0.112
C 2.087 -2.294 -3.902  -0.112
H 3.076 -2.772 -1.449  0.069
H 4.341 -1.662 -0.921  0.088
H 3.064 2.435 -1.488  0.060
H 4.947 3.800 -2.315  0.101
H 6.756 2.757 -3.626  0.095
H 6.655 0.341 -4.163  0.097
H 4.770 -1.022 -3.352  0.103
H 1.059 0.925 -3.838  0.058
H 0.152 0.273 -6.030  0.106
H 0.475 -2.032 -6.872  0.097
H 1.749 -3.661 -5.515  0.098
H 2.614 -3.041 -3.322  0.090
S -1.269 -3.329 -2.989  1.022
C -0.407 -4.028 -1.676  -0.381
C 0.051 -3.056 -0.853  -0.253
N -0.266 -1.771 -1.240  -0.080
C -0.960 -1.775 -2.340  -0.498
H -0.308 -5.094 -1.566  0.063
H 0.627 -3.229 0.043  0.109
H -1.311 -0.892 -2.856  -0.005
C -4.056 -3.545 2.902  -0.035
N -2.863 -2.803 2.572  -0.091
C -2.023 -2.124 3.536  -0.019
C -1.058 -1.392 2.603  -0.474
O -0.116 -0.698 2.932  0.058
N -1.442 -1.609 1.320  0.132
C -2.506 -2.403 1.330  -0.387
N -3.112 -2.822 0.225  0.190
H -4.060 -3.741 3.970  0.089
H -4.063 -4.505 2.381  0.088
H -4.961 -2.990 2.638  0.096
H -1.496 -2.814 4.197  0.136
H -2.580 -1.398 4.135  0.142
H -3.047 -2.206 -0.606  -0.050
H -4.014 -3.260 0.318  0.099

=====

# C30H28N8NiS2

A molecular structure, C30H28N8NiS2 (the ωB97M-V functional and the def2-TZVPD basis, the OMol25 dataset).

## Properties
E_LUMO (spin up / spin down) (eV): 0.20 / -1.72
E (hartree): -3902.6468
Molecular weight (g/mol): 623.44
2S+1: 3
<S²>: 2.483

Last column: Mulliken spin population.
Positions of all 69 atoms, in Å:
Ni -0.800 0.733 -0.013  1.413
S -1.304 0.418 2.410  0.178
C -0.920 -1.098 1.771  0.005
N -0.576 -2.200 2.462  0.284
N -0.605 -2.057 3.756  0.303
C -0.320 -3.100 4.629  -0.064
C 0.019 -4.367 4.158  0.082
C 0.293 -5.369 5.070  -0.037
C 0.231 -5.124 6.437  0.086
C -0.107 -3.858 6.896  -0.053
C -0.385 -2.844 5.998  0.093
N -0.859 -1.328 0.389  -0.179
N -1.948 -0.854 -0.233  -0.276
C -1.964 -1.303 -1.585  0.023
C -1.836 -2.661 -1.874  -0.033
C -1.881 -3.095 -3.189  0.016
C -2.058 -2.186 -4.224  -0.027
C -2.197 -0.837 -3.934  0.011
C -2.157 -0.394 -2.621  -0.050
H -0.831 -1.130 4.127  -0.024
H 0.065 -4.541 3.093  0.013
H 0.557 -6.355 4.711  -0.002
H 0.448 -5.917 7.140  0.005
H -0.157 -3.660 7.958  -0.002
H -0.651 -1.854 6.350  0.002
H -1.689 -3.355 -1.058  0.002
H -1.775 -4.150 -3.407  0.000
H -2.090 -2.529 -5.250  -0.001
H -2.330 -0.120 -4.734  0.000
H -2.264 0.657 -2.391  0.004
C -5.721 4.544 0.056  0.000
C -5.137 3.775 -1.130  0.000
C -3.675 3.523 -0.972  0.005
N -3.175 2.396 -0.623  -0.004
N -1.814 2.416 -0.509  0.033
C -1.281 3.582 -0.773  0.003
N 0.038 3.840 -0.678  -0.003
S -2.467 4.772 -1.195  0.004
H -6.787 4.717 -0.089  0.000
H -5.235 5.513 0.178  0.000
H -5.586 3.979 0.979  0.000
H -5.319 4.317 -2.060  0.000
H -5.610 2.798 -1.224  0.000
H 0.629 3.008 -0.627  -0.001
H 0.405 4.634 -1.172  0.000
N 0.918 1.067 -0.582  0.196
C 2.105 0.901 -0.953  -0.002
C 3.267 1.190 -0.046  -0.006
C 3.108 2.095 1.003  0.001
C 4.145 2.346 1.884  0.000
C 5.356 1.681 1.742  -0.004
C 5.520 0.767 0.712  0.003
C 4.484 0.528 -0.182  -0.004
C 2.388 0.386 -2.338  0.011
C 1.565 -0.610 -2.860  -0.003
C 1.745 -1.061 -4.157  0.001
C 2.741 -0.510 -4.954  -0.003
C 3.560 0.488 -4.444  0.003
C 3.391 0.927 -3.138  -0.002
H 2.149 2.584 1.125  0.002
H 4.009 3.057 2.690  0.000
H 6.167 1.871 2.434  0.000
H 6.457 0.236 0.601  0.000
H 4.620 -0.188 -0.982  0.000
H 0.779 -1.018 -2.236  -0.002
H 1.102 -1.840 -4.546  0.000
H 2.879 -0.857 -5.970  0.000
H 4.334 0.924 -5.063  0.000
H 4.039 1.699 -2.741  0.000